Density functional theory data (ωB97M-V with the def2-TZVPD basis set) for the molecule C21H21ClN4O3 in a non-equilibrium geometry.

Summary:
**SMILES**: CCN(CC)Cc1nccn1-c1ccc([N+](=O)[O-])cc1C(=O)c1ccccc1Cl
**Energy**: -1717.68136 hartree
**LUMO**: -0.893 eV
**Relative energy (zero: lowest compared OMol25 entry of this formula, charge and spin)**: 523.28 kJ/mol
**HOMO-LUMO gap**: 7.65 eV

```
! wB97M-V def2-TZVPD RIJCOSX def2/J DEFGRID3
* xyz 0 1
C -1.3083 -2.3625 4.3257
C -0.9794 -2.6202 2.8527
N 0.1636 -1.9005 2.3073
C 1.4495 -2.4129 2.7645
C 1.8198 -3.7273 2.0843
C 0.0855 -0.4539 2.4708
C -1.1224 0.1480 1.8377
N -2.3596 -0.0775 2.1800
C -3.1435 0.6575 1.3495
C -2.3676 1.3406 0.4663
N -1.0660 1.0284 0.7820
C 0.0476 1.5350 0.1060
C 1.0476 2.2042 0.8106
C 2.1310 2.7392 0.1446
C 2.1988 2.6345 -1.2400
N 3.3239 3.2094 -1.9392
O 3.3539 3.0957 -3.1438
O 4.1688 3.7666 -1.2721
C 1.1992 1.9962 -1.9603
C 0.1333 1.4171 -1.2900
C -0.9231 0.7160 -2.0887
O -1.4040 1.2313 -3.0709
C -1.3648 -0.6123 -1.5934
C -2.7132 -0.9362 -1.7551
C -3.2206 -2.1273 -1.2796
C -2.3765 -3.0307 -0.6530
C -1.0280 -2.7514 -0.5244
C -0.5249 -1.5474 -0.9875
Cl 1.1757 -1.2749 -0.8634
H -1.6928 -1.3545 4.4514
H -2.0758 -3.0615 4.6462
H -0.4361 -2.4993 4.9618
H -1.8497 -2.3455 2.2539
H -0.7878 -3.6836 2.7030
H 2.2144 -1.6762 2.5042
H 1.4807 -2.5443 3.8576
H 1.8141 -3.6018 1.0052
H 1.1331 -4.5262 2.3496
H 2.8195 -4.0236 2.3925
H 0.0993 -0.1589 3.5360
H 0.9739 -0.0330 1.9922
H -4.2096 0.6458 1.4471
H -2.6068 2.0333 -0.3140
H 0.9551 2.3188 1.8797
H 2.9178 3.2538 0.6746
H 1.2630 1.9343 -3.0366
H -3.3505 -0.2178 -2.2482
H -4.2692 -2.3517 -1.3964
H -2.7644 -3.9628 -0.2721
H -0.3630 -3.4559 -0.0544
*
```

Density functional theory data (ωB97M-V with the def2-TZVPD basis set) for a structure of composition C24H40CoF3N2O2S4 in a non-equilibrium geometry.

Summary:
**Energy**: -4473.40674 hartree
**LUMO (spin up / spin down)**: -2.067 / -3.152 eV
**Relative energy (zero: lowest compared OMol25 entry of this formula, charge and spin)**: 66.94 kJ/mol
**HOMO-LUMO gap (spin up / spin down)**: 9.15 / 8.06 eV

```
! wB97M-V def2-TZVPD RIJCOSX def2/J DEFGRID3
* xyz 1 4
Co 8.9018 10.6588 12.0494
C 6.4253 5.8324 11.3972
C 7.5247 6.7858 11.6515
C 7.9490 7.1537 12.9709
C 9.0777 7.9030 13.1817
C 9.7994 8.3692 12.0446
C 9.3164 8.1703 10.7373
C 8.1837 7.3269 10.5768
H 5.5251 6.0955 11.9455
H 6.6327 4.8224 11.5716
H 6.0988 5.8495 10.3531
H 7.3193 6.7561 13.8254
H 9.3697 8.1257 14.1671
H 10.7641 8.9625 12.1879
H 9.8044 8.6489 9.9346
H 7.8499 7.1356 9.5771
C 14.0700 12.9439 15.4405
C 14.4225 12.9091 13.9724
S 13.2274 12.1048 12.8641
C 11.9547 13.2274 12.5388
C 10.7659 13.2671 13.4620
S 9.8675 11.8430 13.9650
C 10.9828 10.8707 15.0914
C 11.6887 11.6858 16.2391
S 13.5258 11.4327 16.3139
H 13.3333 13.7956 15.5788
H 14.9909 13.2190 15.8799
H 15.3018 12.2996 13.7696
H 14.6790 13.9749 13.7660
H 11.5928 13.1253 11.5521
H 12.4764 14.2016 12.5626
H 10.0469 13.9626 12.9858
H 11.0788 13.8639 14.3916
H 11.7960 10.3076 14.4136
H 10.3001 10.1421 15.4698
H 11.2505 11.3151 17.1342
H 11.5241 12.7979 16.2058
C 8.6669 9.1067 6.5036
C 7.9851 10.4825 6.3336
C 6.5628 10.4259 6.9765
C 6.6309 10.4639 8.5273
N 6.6827 11.8515 9.0067
C 7.7286 12.5497 9.4909
S 9.2525 11.7820 9.8994
N 7.5465 13.8588 9.4776
C 8.4778 14.7647 10.0594
C 9.1852 15.5846 8.9126
C 10.2430 15.0321 8.0137
C 9.6555 14.0341 6.9050
H 9.6229 9.0564 6.0589
H 8.0731 8.4009 5.9012
H 8.7656 8.6526 7.5020
H 7.9881 10.6686 5.2654
H 8.5320 11.3012 6.8297
H 6.0982 9.4915 6.7114
H 5.8685 11.1880 6.6252
H 7.4670 10.0391 8.9359
H 5.7929 9.9469 9.0562
H 5.8691 12.4019 8.7666
H 6.7373 14.2377 9.0687
H 9.1768 14.2627 10.7703
H 7.9966 15.5032 10.6753
H 9.6593 16.3689 9.4616
H 8.3899 15.9654 8.2800
H 10.9994 14.3927 8.4668
H 10.8019 15.8241 7.4997
H 9.2434 13.2076 7.4006
H 10.5033 13.6083 6.3915
H 9.0253 14.5339 6.1880
F 4.7360 12.7522 11.6386
C 5.0245 11.6423 12.2435
F 4.6318 11.7957 13.5449
F 4.2874 10.7122 11.6800
C 6.5296 11.2770 12.2523
O 7.4416 12.1183 12.3018
O 6.8684 10.0408 12.1346
*
```

Density functional theory data (ωB97M-V with the def2-TZVPD basis set) for a cluster of 2 separate species, C3H11N4O in total in a non-equilibrium geometry.

Summary:
**Energy**: -414.73824 hartree
**LUMO**: -8.395 eV
**Relative energy (zero: lowest compared OMol25 entry of this formula, charge and spin)**: 714.13 kJ/mol
**HOMO-LUMO gap**: 5.53 eV

```
! wB97M-V def2-TZVPD RIJCOSX def2/J DEFGRID3
* xyz 1 1
N -0.2088 -0.1283 -1.6004
C -0.7869 -1.0106 -0.6806
N -2.1472 -1.2420 -1.0577
N 0.3001 -2.2521 -0.7653
H 0.7921 -0.3955 -1.5873
H -0.6527 -0.4193 -2.4620
H -2.6190 -0.3392 -0.9355
H -2.1234 -1.4411 -2.0558
H 0.0652 -2.7996 0.0632
H -0.1452 -2.7275 -1.5564
C 0.3594 2.0013 0.7374
N -0.0321 0.8589 1.4443
C 1.1183 0.0257 1.8357
O 1.4944 2.3210 0.4735
H -0.4763 2.6268 0.3939
H -0.6551 0.3065 0.8451
H 1.6272 -0.4600 0.9936
H 0.7710 -0.7431 2.5267
H 1.8479 0.6495 2.3554
*
```